Entry from the Open Molecules 2025 dataset: C5H10O2 as an isolated structure (ωB97M-V/def2-TZVPD).

Values from the calculation:
* HOMO-LUMO gap: 9.5 eV
* LUMO level: 0.61 eV
* DFT total energy: -346.85046 a.u.
* energy above the lowest of the compared OMol25 structures with the same formula, charge and spin: 109.8 kcal per mole

Geometry as XYZ:
```
17
Properties=species:S:1:pos:R:3:forces:R:3:nbo_charge:R:1
O -1.4938 2.1439 -0.1440 -0.5585 0.3000 0.8587 -0.704
C -1.3652 0.9395 -0.8453 -0.4597 -0.2613 -0.8106 -0.048
C -0.2241 0.1164 -0.3619 1.6771 2.7865 1.0829 -0.390
C -0.1440 -0.5124 1.0098 -0.4546 -0.3548 0.3460 -0.436
C 1.3873 -0.7708 1.1464 -0.0078 -0.4098 0.4768 -0.075
O 1.9722 -0.3575 -0.0317 0.2547 -0.7562 -2.7139 -0.624
C 0.5764 -0.6274 -1.2640 3.5059 -1.6758 1.0090 -0.019
H -1.8911 1.9508 0.7155 0.1280 0.1860 -0.1403 0.464
H -2.2874 0.3343 -0.8409 -0.0625 0.3275 0.0381 0.157
H -1.1986 1.2698 -1.8794 0.0660 -0.3914 0.0881 0.183
H 0.8341 0.8077 -0.2375 -3.0490 -0.0547 -0.2328 0.340
H -0.5176 0.1443 1.8047 -0.0097 -0.0258 -0.2254 0.209
H -0.6926 -1.4594 1.0825 0.0068 0.0951 -0.0293 0.200
H 1.6424 -1.8202 1.3391 -0.3852 -0.0758 0.0684 0.160
H 1.8317 -0.2025 1.9748 -0.1490 0.0572 -0.1310 0.181
H 0.6747 -1.7115 -1.2348 -0.4089 -0.0925 -0.0028 0.191
H 0.8955 -0.2451 -2.2334 -0.0935 0.3458 0.3182 0.211
```
Positions in Å, forces in eV/Å.